Entry 1:
{
  "formula": "C3H12N2O",
  "method": "the ωB97M-V functional and the def2-TZVPD basis",
  "symbols": ["C", "N", "C", "C", "N", "H", "H", "H", "H", "H", "H", "H", "H", "H", "H", "O", "H", "H"],
  "xyz": [[-1.26627, 0.44598, -1.89482], [-0.63008, -0.53136, -1.05486], [-0.90240, -0.39971, 0.37243], [0.38027, -0.29099, 1.19546], [0.18174, -0.83524, 2.52666], [-2.36877, 0.47838, -1.79741], [-0.99411, 1.47888, -1.65362], [-1.04944, 0.26804, -2.93398], [-0.77994, -1.46004, -1.39241], [-1.53853, -1.21252, 0.71248], [-1.45425, 0.50990, 0.57027], [0.69270, 0.75268, 1.23915], [1.22133, -0.79648, 0.69372], [0.91113, -0.60839, 3.17516], [-0.16009, -1.77888, 2.54730], [1.94101, 1.45544, -0.89579], [1.61716, 0.54475, -0.96098], [1.93331, 1.75457, -1.81056]],
  "atomic_forces_ev_per_a": [[-1.20, 0.62, 0.13], [0.61, 0.71, 0.21], [0.39, 0.04, -0.20], [0.57, -0.73, 0.16], [-0.67, 1.04, -0.07], [0.07, -0.31, -0.06], [0.54, -0.25, 0.09], [0.22, -0.08, -0.43], [-0.15, -0.35, -0.06], [0.04, -0.29, 0.26], [-0.38, 0.21, -0.16], [-0.12, 0.02, 0.26], [-0.29, -0.11, -0.29], [0.13, -0.36, 0.15], [0.34, -0.18, 0.10], [0.01, -0.16, -0.21], [-0.16, 0.07, 0.07], [0.05, 0.11, 0.04]],
  "multiplicity": 1,
  "max_force_ev_per_a": 1.355,
  "smiles": "CNCCN.O",
  "gap_ev": 9.8,
  "lumo_ev": 1.005,
  "homo_ha": -0.323,
  "energy_ha": -306.22215
}

Entry 2:
{
  "formula": "C39H55AlF5O25S",
  "method": "the ωB97M-V functional and the def2-TZVPD basis",
  "symbols": ["C", "O", "C", "C", "C", "C", "C", "C", "C", "Al", "C", "O", "C", "C", "C", "C", "C", "C", "C", "S", "O", "O", "C", "F", "F", "C", "F", "F", "F", "H", "H", "H", "H", "H", "H", "H", "H", "H", "H", "H", "H", "H", "H", "H", "H", "H", "H", "H", "H", "H", "H", "H", "H", "H", "H", "H", "C", "C", "O", "C", "O", "O", "H", "H", "H", "H", "C", "C", "O", "C", "O", "O", "H", "H", "H", "H", "C", "C", "O", "C", "O", "O", "H", "H", "H", "H", "C", "C", "O", "C", "O", "O", "H", "H", "H", "H", "C", "C", "O", "C", "O", "O", "H", "H", "H", "H", "C", "C", "O", "C", "O", "O", "H", "H", "H", "H", "C", "C", "O", "C", "O", "O", "H", "H", "H", "H"],
  "xyz": [[6.60851, 0.04821, -0.27021], [6.17344, -1.25571, -0.84155], [5.75470, -2.11921, 0.27982], [4.99703, -3.47457, -0.29410], [3.37489, -3.09261, -0.32189], [2.62733, -4.35326, -1.05652], [1.52678, -3.74040, -2.15553], [0.05031, -4.18685, -1.59928], [-1.22034, -3.66765, -2.49143], [-2.69249, -2.70981, -1.35133], [-3.95022, -1.84613, -2.78800], [-5.26176, -1.46542, -2.23670], [-5.37946, 0.00973, -2.11208], [-1.89444, -1.13452, -0.32106], [-1.48587, -1.07292, 1.26057], [-0.88615, 0.33759, 1.91272], [-0.65157, 1.72263, 1.02694], [-1.01307, 1.64773, -0.57041], [-1.61968, 0.26135, -1.20094], [-4.00688, -4.13010, -0.16247], [-5.39205, -3.47328, 0.04408], [-4.24855, -5.42816, -1.02340], [-3.36946, -4.65940, 1.51005], [-4.29530, -5.76346, 1.97025], [-3.51785, -3.60048, 2.57805], [-1.86869, -5.35082, 1.49819], [-1.62587, -6.14149, 0.24482], [-1.90625, -6.38513, 2.59962], [-0.76468, -4.43203, 1.85404], [6.81202, 0.79461, -1.15338], [5.71808, 0.47437, 0.37257], [7.56926, -0.09016, 0.42227], [6.64058, -2.49052, 0.94937], [4.93582, -1.53232, 0.90498], [5.28260, -3.73821, -1.40766], [5.10233, -4.41155, 0.39968], [2.92976, -2.95388, 0.77020], [3.27965, -2.09725, -0.93587], [3.34073, -5.15240, -1.52700], [2.01125, -4.91950, -0.20512], [1.54488, -2.56452, -2.20530], [1.75262, -4.13424, -3.23721], [-0.04815, -3.76712, -0.51130], [0.02610, -5.37948, -1.64482], [-1.79163, -4.52577, -3.07231], [-0.87332, -2.87253, -3.31187], [-4.14149, -2.71528, -3.56722], [-3.39590, -0.97844, -3.34388], [-4.32751, 0.48147, -1.89661], [-5.91027, 0.43690, -3.07082], [-6.06628, 0.25643, -1.18142], [-1.61720, -2.02339, 1.92765], [-0.62317, 0.38361, 3.07635], [-0.25268, 2.73095, 1.46627], [-0.83228, 2.60018, -1.25299], [-1.86581, 0.26169, -2.36402], [-4.46152, 3.38801, -6.65004], [-5.70276, 2.74745, -6.11903], [-5.21880, 1.89951, -5.09487], [-4.01811, 2.40910, -4.69198], [-3.40210, 2.02715, -3.71101], [-3.59761, 3.40199, -5.52914], [-4.64010, 4.40335, -7.01451], [-3.99587, 2.80004, -7.44788], [-6.39333, 3.47478, -5.67924], [-6.23256, 2.17071, -6.88215], [-1.68417, 0.65459, -10.83404], [-2.15235, -0.46970, -9.96815], [-3.07234, 0.15480, -9.09310], [-3.51823, 1.28058, -9.72354], [-4.44553, 1.96858, -9.33051], [-2.79200, 1.53515, -10.85104], [-1.43556, 0.32479, -11.84649], [-0.82220, 1.17916, -10.40868], [-2.67586, -1.24544, -10.53690], [-1.33503, -0.93094, -9.40699], [9.90161, -0.27790, -2.85419], [11.13897, 0.04465, -2.08096], [10.82511, 1.27912, -1.46476], [9.46391, 1.35018, -1.38905], [8.85234, 2.20029, -0.76378], [8.87691, 0.34571, -2.10316], [9.72649, -1.35461, -2.92957], [9.91358, 0.15227, -3.86111], [11.35031, -0.69578, -1.30225], [12.01750, 0.14448, -2.72430], [-2.41544, 0.14100, 6.67046], [-1.04357, -0.05586, 7.22922], [-0.19972, 0.39216, 6.18553], [-0.93411, 1.25498, 5.42404], [-0.47261, 1.95740, 4.54013], [-2.25137, 1.22981, 5.78135], [-3.15000, 0.37983, 7.44443], [-2.76503, -0.72841, 6.10389], [-0.86236, 0.55711, 8.11844], [-0.83907, -1.10241, 7.47126], [-2.44173, 2.21269, 11.71290], [-1.43622, 1.68015, 10.74421], [-2.13987, 0.64841, 10.07901], [-3.46938, 0.93553, 10.19578], [-4.35573, 0.34949, 9.59692], [-3.67720, 1.96410, 11.06889], [-2.31166, 3.28168, 11.90261], [-2.42689, 1.67716, 12.66792], [-1.12747, 2.42953, 10.00774], [-0.54713, 1.28439, 11.24275], [-1.48857, 6.24325, 5.26891], [-2.72981, 5.60268, 5.79993], [-2.24586, 4.75475, 6.82408], [-1.04517, 5.26434, 7.22697], [-0.42915, 4.88238, 8.20794], [-0.62466, 6.25722, 6.38981], [-1.66715, 7.25859, 4.90444], [-1.02292, 5.65527, 4.47107], [-3.42038, 6.33001, 6.23971], [-3.25961, 5.02595, 5.03681], [2.65827, 1.89210, -1.47373], [3.66378, 1.35956, -2.44242], [2.96013, 0.32781, -3.10762], [1.63062, 0.61493, -2.99085], [0.74427, 0.02890, -3.58970], [1.42280, 1.64350, -2.11774], [2.78834, 2.96108, -1.28402], [2.67311, 1.35657, -0.51871], [3.97253, 2.10894, -3.17889], [4.55287, 0.96380, -1.94388]],
  "atomic_forces_ev_per_a": [[-0.43, 0.12, -0.01], [0.35, 0.65, 2.46], [-0.85, -1.36, -0.15], [-1.52, 1.33, 0.14], [1.11, -1.22, -0.39], [-1.37, 0.92, 0.43], [-0.40, -0.45, 0.68], [-0.03, -0.59, -1.39], [0.07, -0.09, -0.41], [1.70, 2.21, -2.74], [0.06, -1.27, -0.56], [0.75, 2.35, -0.46], [-0.31, -0.25, 0.59], [2.22, 4.43, 2.84], [0.68, 4.02, -2.60], [-0.62, 0.10, -2.76], [-1.76, -4.14, -2.32], [-0.71, -3.21, 2.50], [0.89, 0.53, 3.07], [-6.72, -2.29, -2.89], [4.30, -1.35, 0.57], [1.86, 3.46, 3.05], [-1.71, -1.65, 3.76], [2.82, 3.23, -1.29], [1.01, -3.24, -3.39], [1.27, -2.45, 1.57], [-0.56, 3.29, 4.58], [0.61, 3.27, -3.48], [-3.69, -3.18, -1.68], [-0.34, -1.74, 1.92], [1.76, -0.74, -1.03], [-2.04, 0.37, -1.53], [-1.31, 1.19, -1.15], [1.86, -1.17, -0.98], [-0.27, 0.62, 2.37], [0.19, 1.85, -1.28], [1.11, -0.15, -2.32], [0.01, -1.95, 1.20], [-1.10, 1.76, 0.79], [1.27, 1.11, -1.96], [0.17, -2.31, 0.18], [-0.63, 0.62, 2.05], [0.40, -1.01, -1.89], [0.10, 2.56, 0.61], [1.47, 1.46, 1.08], [-0.68, -1.57, 1.74], [0.22, 1.79, 1.16], [-1.15, -1.41, 0.86], [-2.12, -0.76, -0.65], [1.29, -0.63, 1.74], [1.30, -0.69, -1.83], [0.30, 2.16, -1.26], [-0.62, -0.18, -3.14], [-0.85, -2.33, -0.67], [-0.54, -2.35, 1.57], [0.61, 0.02, 2.86], [0.27, 0.42, -1.07], [-0.98, -0.04, -0.47], [0.85, 0.25, 0.28], [1.35, -0.96, 2.25], [-1.33, 1.02, -2.37], [-0.14, -0.46, 0.84], [0.16, -0.09, 0.15], [-0.21, 0.18, 0.28], [0.05, -0.03, 0.00], [0.13, -0.04, 0.22], [0.96, 0.02, -0.61], [0.49, -1.09, 0.09], [-0.52, 1.10, -0.33], [-1.64, 1.00, 0.75], [1.91, -1.49, -1.04], [-0.77, 0.02, 0.71], [-0.15, 0.20, 0.11], [-0.09, -0.05, -0.01], [0.03, 0.08, 0.05], [-0.27, 0.10, 0.07], [-0.15, -0.77, -0.85], [0.99, -0.51, -0.05], [-0.87, 0.29, 0.11], [-1.29, 1.72, 1.24], [1.44, -1.83, -1.43], [0.49, 0.78, 0.51], [-0.17, 0.23, 0.07], [0.01, -0.02, 0.09], [-0.04, 0.06, -0.06], [-0.11, 0.14, 0.20], [-1.07, -0.54, 0.47], [0.28, -0.51, 0.93], [-0.29, 0.63, -0.86], [0.68, 1.40, -1.50], [-0.90, -1.24, 2.12], [1.14, 0.33, -0.45], [0.07, 0.03, -0.26], [0.06, 0.08, 0.03], [-0.01, -0.09, -0.21], [0.11, 0.20, -0.12], [0.20, 0.64, 0.91], [1.24, 0.40, -0.06], [-1.12, -0.12, 0.10], [-1.91, -1.10, -1.13], [2.02, 1.30, 1.31], [-0.05, -0.75, -0.75], [-0.19, -0.17, -0.09], [-0.01, 0.02, -0.08], [-0.04, -0.02, 0.06], [-0.18, -0.09, -0.19], [0.12, 0.45, -1.12], [-1.08, -0.01, -0.56], [1.05, 0.21, 0.56], [1.04, -0.73, 1.60], [-1.29, 0.75, -1.92], [-0.13, -0.66, 0.97], [0.17, -0.12, 0.18], [-0.06, 0.01, 0.11], [0.07, -0.05, 0.00], [0.11, -0.06, 0.26], [0.08, 0.54, 0.92], [1.09, 0.14, -0.01], [-0.75, -0.05, 0.02], [-2.20, -1.19, -1.13], [2.13, 1.36, 1.25], [0.29, -0.63, -0.94], [-0.20, -0.15, -0.05], [-0.04, 0.02, -0.07], [-0.04, -0.02, 0.03], [-0.18, -0.12, -0.20]],
  "multiplicity": 1,
  "max_force_ev_per_a": 7.667,
  "gap_ev": 5.9,
  "lumo_ev": 1.624,
  "charge": -1,
  "homo_ha": -0.156,
  "energy_ha": -4539.54928
}

Entry 3:
{
  "formula": "C2HClF2O2",
  "method": "the ωB97M-V functional and the def2-TZVPD basis",
  "symbols": ["C", "C", "O", "O", "F", "F", "Cl", "H"],
  "xyz": [[-0.25136, 0.30531, -0.48822], [1.03832, 0.00891, 0.01717], [-0.70869, 0.93937, -1.29708], [-1.42659, -0.91917, 0.69534], [1.94990, 0.10356, -0.96461], [-2.73714, -0.62541, 0.28433], [1.08440, 1.24262, 1.21085], [1.05114, -1.05518, 0.54222]],
  "atomic_forces_ev_per_a": [[-3.22, -2.84, 1.21], [1.15, -3.70, 1.91], [-1.46, 1.12, -1.45], [1.95, 1.82, -1.70], [0.38, 0.15, 0.09], [0.05, 0.13, -0.12], [0.98, 1.09, 1.29], [0.15, 2.23, -1.22]],
  "multiplicity": 1,
  "max_force_ev_per_a": 4.461,
  "gap_ev": 10.1,
  "lumo_ev": -0.214,
  "homo_ha": -0.378,
  "energy_ha": -886.99251
}

What is the formula in the third record? C2HClF2O2